# 1
# C28H47Si4

The ion C28H47Si4 with charge +1 (ωB97M-V/def2-TZVPD, the OMol25 dataset).

The geometry in XYZ format:
```
79
Properties=species:S:1:pos:R:3:forces:R:3
C -4.28214 4.07534 -0.32149 0.12 -0.12 0.00
Si -2.98872 3.02535 -1.22959 -0.34 0.04 -0.27
C -3.94818 1.80770 -2.28616 -0.08 0.05 -0.23
C -2.06581 4.25418 -2.32888 -0.03 -0.21 -0.07
Si -1.52528 1.76509 0.13959 -0.15 1.23 0.57
Si 0.53248 2.90671 0.06860 0.01 -0.21 0.03
C 0.30368 4.71151 0.62600 -0.03 -0.32 -0.01
C 1.76431 2.04620 1.20384 0.22 0.14 -0.12
C 1.15321 2.88223 -1.69991 0.31 0.00 -0.04
Si -2.31902 2.35772 2.28370 -0.14 -0.05 0.05
C -2.47829 4.18706 2.71204 0.15 0.01 -0.04
C -4.04214 1.62738 2.52663 0.04 -0.16 0.18
C -1.12325 1.57226 3.50865 -0.22 0.01 0.34
C -1.76766 -0.19293 0.25025 -0.41 -1.23 -1.00
C -1.16604 -1.22862 -0.64783 -0.27 0.25 1.51
C -2.05850 -2.32830 -1.07150 -0.34 0.23 -1.28
C 0.30354 -1.34706 -0.86697 -0.57 1.66 -0.11
H -4.99215 4.41033 -1.09431 0.17 -0.07 0.18
H -4.84974 3.52638 0.43851 0.11 0.19 -0.18
H -3.84750 4.97112 0.13974 -0.14 -0.21 -0.17
H -4.49185 2.38288 -3.05013 0.03 -0.27 0.10
H -3.29278 1.09029 -2.79599 -0.14 0.12 0.02
H -4.68344 1.25029 -1.69094 0.12 0.10 -0.11
H -2.83098 4.81541 -2.88364 0.17 -0.06 0.08
H -1.45750 4.97652 -1.77193 -0.14 -0.16 -0.10
H -1.42469 3.74586 -3.05748 -0.10 0.12 0.08
H 1.12872 5.29282 0.18912 -0.18 -0.10 0.09
H -0.64186 5.16023 0.29518 0.23 -0.10 0.10
H 0.36651 4.80059 1.71769 -0.01 -0.01 -0.26
H 2.76438 2.41652 0.93467 -0.11 -0.16 0.20
H 1.58501 2.27185 2.26248 0.04 -0.06 -0.26
H 1.76475 0.95547 1.07767 0.05 0.21 0.03
H 2.23552 3.07163 -1.68170 -0.17 0.00 -0.16
H 0.98825 1.90635 -2.17240 0.07 0.15 0.03
H 0.67740 3.64949 -2.32212 0.12 -0.18 0.17
H -3.03487 4.23013 3.66145 0.15 0.02 -0.21
H -1.50417 4.66431 2.86841 -0.24 -0.06 -0.01
H -3.03910 4.76800 1.97227 0.16 -0.15 0.23
H -4.40898 1.96875 3.50735 0.00 -0.17 -0.24
H -4.76657 1.94468 1.76713 0.20 -0.08 0.18
H -4.01940 0.52983 2.53907 -0.08 0.15 0.03
H -1.62567 1.56374 4.48927 0.28 -0.08 -0.15
H -0.86234 0.53559 3.25533 -0.02 0.18 0.11
H -0.19322 2.14786 3.60724 -0.25 -0.14 -0.04
H -1.46044 -0.44733 1.29449 0.32 0.24 -0.56
H -2.87103 -0.33697 0.21217 0.64 0.12 0.18
H -3.09140 -2.00636 -1.30130 0.46 0.10 0.36
H -1.67934 -2.89787 -1.93091 -0.02 0.16 0.38
H -2.12792 -3.03359 -0.22205 0.13 0.25 -0.08
H 0.53655 -1.21009 -1.94510 -0.33 -0.02 0.34
H 0.82702 -0.54023 -0.32467 -0.33 -0.13 -0.29
C 0.91738 -2.66656 -0.43260 0.37 -1.52 0.14
C 0.54565 -3.86164 -1.33618 0.09 0.48 0.53
C -0.22799 -4.89624 -0.81315 -0.14 -0.01 -0.24
C -0.69471 -5.90648 -1.65525 0.26 0.09 -0.04
C -0.27210 -5.94136 -2.98775 0.24 -0.06 -0.09
C 0.60902 -4.96829 -3.48135 -0.11 0.24 0.35
C 0.97361 -3.89018 -2.66268 -0.18 -0.22 -0.15
C 2.42072 -2.54552 -0.40732 0.32 0.64 0.40
C 3.10874 -2.27124 0.72145 -1.09 -0.25 -0.82
C 4.49718 -2.61310 0.92320 1.51 -0.05 0.17
C 5.12687 -2.25962 2.13715 -0.28 -0.07 -0.62
C 6.42872 -2.65857 2.40515 0.39 -0.21 -0.15
C 7.14106 -3.42297 1.46607 -0.41 0.16 -0.04
C 6.53121 -3.77100 0.24651 -0.08 0.29 0.41
C 5.21810 -3.37651 -0.02524 0.36 0.28 0.61
H 0.59416 -2.91626 0.59495 0.00 0.24 -0.38
H -0.50182 -4.87503 0.24744 0.05 -0.07 -0.38
H -1.36608 -6.66930 -1.26231 0.22 0.12 -0.15
H -0.59392 -6.75660 -3.64219 0.10 0.31 0.26
H 1.02127 -5.03831 -4.48912 -0.31 0.02 0.23
H 1.58389 -3.05989 -3.05060 -0.23 -0.56 0.07
H 2.91815 -2.69239 -1.37754 -0.08 -0.32 0.70
H 2.57940 -1.85328 1.59012 0.04 -0.53 -0.19
H 4.56452 -1.65154 2.84891 0.21 -0.22 -0.08
H 6.89999 -2.37476 3.35083 -0.16 -0.13 -0.37
H 8.16412 -3.74551 1.68938 -0.46 0.13 -0.14
H 7.09007 -4.35603 -0.48180 -0.17 0.11 0.14
H 4.75345 -3.65814 -0.96759 0.11 -0.05 0.24
```
Forces are in eV/Å.

E: -2252.86787 Ha
HOMO energy: -10.62 eV
total charge: +1
E_LUMO: -5.05 eV
HOMO-LUMO gap: 5.57 eV

***

# 2
# C5H6O2

A structure of composition C5H6O2 (ωB97M-V/def2-TZVPD, the OMol25 dataset).

The geometry in XYZ format:
```
13
Properties=species:S:1:pos:R:3:forces:R:3
C 0.26872 -1.20915 -0.01835 -0.07 -1.20 -0.27
C -0.97738 -1.51003 -0.06098 1.78 -1.49 -0.27
C 1.59391 -0.56244 0.01447 -2.47 -0.06 1.64
C 0.78705 0.73298 -0.08672 -2.23 0.53 2.51
C -1.02089 -0.03571 -0.09024 0.77 2.25 -0.24
O -1.63699 0.36303 1.10544 -0.01 0.95 -0.50
O -1.59953 0.47152 -1.24164 0.07 0.38 0.47
H 2.06888 -0.73613 0.97296 0.55 0.04 -0.22
H 2.12585 -0.73447 -0.86423 1.32 -0.42 -1.08
H 0.70961 1.43041 0.83048 0.42 -1.40 -1.33
H 1.06250 1.30378 -0.93069 -0.36 0.48 -1.14
H -0.94027 0.47572 1.75239 -0.01 0.03 0.31
H -2.44145 0.01049 -1.38289 0.23 -0.10 0.12
```
Forces are in eV/Å.

E: -344.38566 Ha
energy relative to the best compared isomer or geometry (same formula, charge and spin): 567.8 kJ/mol
HOMO energy: -9.26 eV
total charge: 0
E_LUMO: 0.68 eV
HOMO-LUMO gap: 9.94 eV

***

# 3
# C3H14NO3S

A cluster of 3 separate species, C3H14NO3S in total (ωB97M-V/def2-TZVPD, the OMol25 dataset).

The geometry in XYZ format:
```
22
Properties=species:S:1:pos:R:3:forces:R:3
C 0.85534 -1.29201 -0.83430 1.25 0.43 -0.32
O 0.91478 -2.12205 0.27256 1.67 -2.24 1.11
C 0.76366 0.12793 -0.25389 2.29 1.26 -1.58
C 0.80174 1.04113 -1.55149 2.57 0.80 0.34
S 1.22971 2.73801 -1.01653 -0.19 0.70 -0.43
N -0.39839 0.45067 0.63010 -2.32 0.36 1.49
H 1.83065 -1.22474 -1.49286 -1.87 -0.53 1.29
H 0.00042 -1.64797 -1.45035 0.46 0.86 0.07
H 1.72830 -2.70501 0.31624 -1.49 1.10 -0.26
H 1.64073 0.36183 0.43750 -0.78 -0.59 -1.32
H 1.67610 0.89022 -2.31773 -1.74 -0.86 1.77
H -0.11578 0.95759 -2.06931 -1.06 0.08 -0.55
H 1.59756 3.28487 -2.22904 -0.41 -0.51 0.81
H -0.30506 0.07791 1.72444 -0.44 0.78 -3.58
H -0.61092 1.49961 0.69760 1.03 -1.43 -0.01
H -1.27763 0.15110 0.09409 0.98 -0.26 1.18
H -3.02353 -1.12304 -1.13158 1.79 1.03 -0.98
H -2.95036 -0.31378 -2.38686 0.68 0.23 0.09
O -2.34650 -0.56895 -1.66262 -2.42 -1.24 1.16
H -1.11261 -0.81983 4.55802 -0.61 -0.64 0.29
H -0.44839 0.39669 5.25276 0.00 -1.11 -1.68
O -0.44981 -0.16018 4.41326 0.58 1.76 1.11
```
Forces are in eV/Å.

E: -801.07144 Ha
energy relative to the best compared isomer or geometry (same formula, charge and spin): 174.6 kJ/mol
HOMO energy: -12.60 eV
total charge: +1
E_LUMO: -3.14 eV
HOMO-LUMO gap: 9.46 eV

***

# 4
# C4H22NO6

A cluster of 7 separate species, C4H22NO6 in total (ωB97M-V/def2-TZVPD, the OMol25 dataset).

The geometry in XYZ format:
```
33
Properties=species:S:1:pos:R:3:forces:R:3
C -0.14489 1.43549 2.29462 0.40 -0.50 2.61
C -0.28611 2.08268 0.93868 0.88 2.74 -0.03
C -1.64459 1.81815 0.22886 5.74 1.17 -3.15
C -2.35138 -0.39723 -0.66651 3.52 2.23 0.93
N -1.43612 0.50090 -0.38397 -0.52 -2.96 -0.86
H -0.52259 2.08815 3.17405 0.77 -0.71 -1.59
H 0.88487 1.09606 2.54627 -0.52 0.73 -0.23
H -0.67810 0.49062 2.51257 -0.20 0.28 -0.89
H 0.62437 2.10414 0.22374 -1.79 -1.20 1.04
H -0.18182 3.20274 1.08946 -0.79 -0.97 0.24
H -1.50963 2.60452 -0.60523 -1.35 -1.29 1.00
H -2.43388 1.92047 0.87059 -2.27 -0.01 1.22
H -3.34219 -0.26741 -0.40370 -1.91 0.60 0.21
H -1.98373 -1.27754 -1.11731 0.05 -0.63 -0.29
H -0.39480 0.10806 -0.52671 -2.74 1.39 -0.08
H 0.83008 -1.72645 -0.38309 0.35 -0.14 0.51
H 0.20181 -1.94792 -1.73336 -0.72 0.13 1.02
O -0.03514 -1.85019 -0.77730 1.04 -0.15 -1.12
H 1.95718 1.21701 -0.70225 -1.35 -0.17 -3.78
H 1.89248 0.96247 -2.45007 -0.89 0.75 3.36
O 1.37791 1.27211 -1.58988 2.04 -0.67 0.46
H -1.70793 -1.73464 2.08259 -0.61 0.42 -0.32
H -2.16018 -2.68110 1.03599 -0.56 0.87 0.08
O -2.39089 -1.78401 1.38028 1.10 -1.49 0.41
H -0.58068 -2.03805 -3.77010 0.24 -0.86 -1.04
H -2.02886 -2.19974 -3.16964 -0.84 -1.23 -0.51
O -1.25453 -1.67733 -3.22335 0.56 1.94 1.01
H 4.16398 0.40516 -1.63475 0.50 0.27 0.10
H 4.04935 -0.72264 -2.61050 2.29 -2.16 -2.51
O 3.57245 -0.22671 -2.03026 -2.44 1.68 2.22
H 2.69461 -0.13636 3.07284 0.33 -0.53 0.42
H 2.58568 -1.67300 3.39403 1.55 -1.83 1.70
O 2.23327 -0.96841 2.93341 -1.85 2.31 -2.14
```
Forces are in eV/Å.

E: -671.46862 Ha
energy relative to the best compared isomer or geometry (same formula, charge and spin): 281.8 kJ/mol
HOMO energy: -14.18 eV
total charge: +1
E_LUMO: -3.00 eV
HOMO-LUMO gap: 11.18 eV

***

Q: Which value of HOMO energy does entry 4 give?
A: -14.18 eV

***

Q: Which of these has the lowest total charge?
A: C5H6O2

***

Q: Which formula does entry 1 have?
A: C28H47Si4